[1]
C5H8O2 | ωB97M-V/def2-TZVPD

Structure (XYZ):
```
15
Properties=species:S:1:pos:R:3:lowdin_charge:R:1
O -1.01 -2.13 0.21 0.11
C -0.94 -0.93 0.19 -0.37
C -1.92 0.19 -0.16 -0.08
C -0.68 1.10 -0.38 -0.12
C 0.23 0.05 0.32 -0.21
C 1.58 -0.39 -0.24 -0.22
O 2.67 -0.02 0.59 -0.07
H -2.59 0.01 -1.00 0.12
H -2.51 0.48 0.72 0.12
H -0.71 2.09 0.08 0.11
H -0.43 1.21 -1.44 0.11
H 0.37 0.30 1.37 0.16
H 1.56 -1.48 -0.41 0.12
H 1.77 0.09 -1.21 0.12
H 2.63 -0.59 1.37 0.09
```

Output
- Spin multiplicity: 1
- Charge: 0
- Orbital gap: 10.39 eV
- Structure (SMILES): O=C1CC[C@@H]1CO

[2]
C5H8O2 | ωB97M-V/def2-TZVPD

Structure (XYZ):
```
15
Properties=species:S:1:pos:R:3:lowdin_charge:R:1
O 2.34 0.51 -0.85 0.12
C 1.41 0.33 -0.11 -0.38
C 1.18 -0.55 1.13 -0.07
C -0.31 -0.13 1.09 -0.13
C -0.05 0.77 -0.15 -0.20
C -0.71 0.16 -1.40 -0.23
O -2.09 -0.03 -1.21 -0.06
H 1.41 -1.61 1.02 0.12
H 1.74 -0.16 1.99 0.12
H -0.71 0.35 1.99 0.11
H -1.01 -0.95 0.85 0.10
H -0.27 1.84 -0.07 0.16
H -0.56 0.83 -2.25 0.13
H -0.22 -0.80 -1.64 0.13
H -2.16 -0.54 -0.38 0.07
```

Output
- Spin multiplicity: 1
- Charge: 0
- Orbital gap: 10.45 eV
- Structure (SMILES): O=C1CC[C@@H]1CO

[3]
C5H8O2 | ωB97M-V/def2-TZVPD

Structure (XYZ):
```
15
Properties=species:S:1:pos:R:3:lowdin_charge:R:1
O 2.09 0.14 -0.62 -0.01
C 1.12 0.27 0.38 -0.34
C 0.02 1.28 -0.01 -0.02
C -1.02 0.15 0.00 -0.52
O -2.24 0.38 0.62 0.03
C -0.77 -0.93 -0.97 0.04
C 0.04 -0.78 0.48 -0.13
H 2.66 -0.62 -0.41 0.10
H 1.56 0.45 1.37 0.15
H -0.17 1.99 0.81 0.12
H 0.18 1.82 -0.94 0.12
H -2.87 -0.21 0.20 0.10
H -0.31 -1.85 -0.45 0.11
H -0.11 -0.66 -1.79 0.08
H -0.18 -1.44 1.32 0.15
```

Output
- Spin multiplicity: 1
- Charge: 0
- Orbital gap: 9.76 eV
- Structure (SMILES): O[C@H]1C[C@@]2(O)C[C@@H]12

[4]
C5H8O2 | ωB97M-V/def2-TZVPD

Structure (XYZ):
```
15
Properties=species:S:1:pos:R:3:lowdin_charge:R:1
O 3.46 -0.13 0.04 -0.04
C 2.37 -0.14 -0.69 -0.01
C -0.14 -0.11 0.73 -0.11
C -0.82 0.96 -0.18 -0.16
C -2.00 -0.01 -0.46 -0.09
C -1.37 -0.98 0.53 -0.41
O -1.72 -2.04 0.98 0.10
H 3.82 -1.03 0.00 0.10
H 0.73 -0.65 0.33 0.05
H 2.05 0.93 -0.69 0.02
H 0.08 0.19 1.76 0.12
H -1.14 1.85 0.39 0.10
H -0.28 1.30 -1.07 0.09
H -2.01 -0.42 -1.48 0.12
H -3.01 0.29 -0.19 0.12
```

Output
- Spin multiplicity: 1
- Charge: 0
- Orbital gap: 9.52 eV

[5]
C5H8O2 | ωB97M-V/def2-TZVPD

Structure (XYZ):
```
15
Properties=species:S:1:pos:R:3:lowdin_charge:R:1
C 1.61 -0.44 0.19 0.00
C 0.15 -0.23 0.56 -0.50
O -0.08 -0.67 1.87 0.03
C -0.42 1.16 0.09 -0.06
C -0.87 0.50 -1.26 -0.05
C -0.90 -0.75 -0.41 -0.36
O -1.78 -1.54 -0.17 0.11
H 2.25 -0.09 1.01 0.09
H 1.82 -1.51 0.03 0.09
H 1.89 0.10 -0.72 0.08
H -0.88 -1.22 1.82 0.10
H -1.26 1.43 0.72 0.13
H 0.29 1.98 0.02 0.12
H -1.80 0.77 -1.76 0.12
H -0.04 0.51 -1.98 0.11
```

Output
- Spin multiplicity: 1
- Charge: 0
- Orbital gap: 10.71 eV

[6]
C5H8O2 | ωB97M-V/def2-TZVPD

Structure (XYZ):
```
15
Properties=species:S:1:pos:R:3:lowdin_charge:R:1
C 1.39 -0.01 -0.60 -0.25
O 1.00 1.15 0.07 -0.05
C -0.23 0.79 0.71 -0.21
C -1.45 0.80 -0.34 -0.09
C -1.41 -0.79 -0.41 -0.10
C -0.28 -0.82 0.65 -0.22
O 1.03 -1.12 0.16 -0.04
H 2.44 0.02 -0.68 0.12
H 1.05 -0.03 -1.61 0.12
H -0.36 1.30 1.68 0.15
H -2.43 1.27 -0.05 0.11
H -1.13 1.21 -1.35 0.12
H -1.14 -1.25 -1.38 0.11
H -2.32 -1.25 -0.07 0.09
H -0.47 -1.34 1.56 0.13
```

Output
- Spin multiplicity: 1
- Charge: 0
- Orbital gap: 10.89 eV
- Structure (SMILES): C1O[C@H]2CC[C@H]2O1

[7]
C5H8O2 | ωB97M-V/def2-TZVPD

Structure (XYZ):
```
15
Properties=species:S:1:pos:R:3:lowdin_charge:R:1
O -0.26 -1.99 0.61 -0.01
C 0.16 -0.65 0.79 -0.34
C 1.33 -0.29 -0.15 -0.17
C 0.81 0.84 -1.05 0.01
O 0.07 1.64 0.51 -0.06
C -0.67 0.39 -1.22 -0.16
C -0.82 0.43 0.28 -0.24
H -0.74 -2.29 1.40 0.10
H 0.38 -0.45 1.85 0.15
H 2.23 -0.01 0.39 0.11
H 1.57 -1.13 -0.81 0.12
H -0.23 2.45 0.05 0.13
H -1.34 1.08 -1.74 0.10
H -0.72 -0.60 -1.70 0.12
H -1.77 0.57 0.79 0.15
```

Output
- Spin multiplicity: 1
- Charge: 0
- Orbital gap: 8.38 eV

[8]
C5H8O2 | ωB97M-V/def2-TZVPD

Structure (XYZ):
```
15
Properties=species:S:1:pos:R:3:lowdin_charge:R:1
C 1.81 -0.12 0.51 -0.04
C 0.51 -0.49 -0.16 -0.29
C 0.34 -1.24 -1.26 0.09
C -0.83 -0.05 0.29 -0.17
O -1.50 -0.89 1.03 0.18
C -1.18 1.39 0.00 -0.39
O 0.04 1.91 0.03 -0.19
H 2.53 0.23 -0.22 0.09
H 2.23 -0.99 1.02 0.08
H 1.65 0.69 1.23 0.08
H 1.14 -1.45 -1.96 0.08
H -0.65 -1.59 -1.53 0.08
H -2.43 -0.59 1.10 0.15
H -1.81 1.48 -0.93 0.13
H -1.85 1.70 0.84 0.12
```

Output
- Spin multiplicity: 1
- Charge: 0
- Orbital gap (spin up / spin down): 7.90 / 7.90 eV

For each record above, in turn, the calculated electronic energy values are -9408.555; -9408.467; -9405.428; -9405.564; -9408.759; -9407.916; -9405.147; -9405.485 eV.